No. 1
Computed, not measured: a molecular structure, C12H21I2NPdSSb at a distorted geometry, with wB97M-V/def2-TZVPD.

E: -51320.44674 eV
F_max: 1.87 eV/A
total charge: +1
gap between HOMO and LUMO: 0.167 Eh
LUMO level: -5.8 eV
energy above the lowest of the compared OMol25 structures with the same formula, charge and spin: 61.1 kcal per mole

Cartesian coordinates (Å):
Pd1 0.940 1.710 0.046
S1 4.706 1.970 -0.100
C1 4.064 0.362 0.011
C2 5.006 -0.677 -0.095
C3 4.590 -1.984 -0.003
C4 3.239 -2.232 0.216
C5 2.374 -1.159 0.312
N1 2.759 0.112 0.199
H1 6.040 -0.415 -0.246
H2 5.296 -2.794 -0.096
H3 2.860 -3.236 0.301
H4 1.317 -1.334 0.489
I1 2.612 3.754 0.106
C6 0.866 5.154 0.067
I2 -0.903 3.957 -0.008
H5 0.906 5.788 -0.813
H6 0.851 5.749 0.974
C7 -0.684 -2.195 -2.073
C8 -1.222 -1.969 -0.674
Sb1 -1.077 0.138 -0.144
C9 -1.449 0.144 2.017
C10 -2.409 -0.914 2.523
C11 -2.867 0.996 -1.075
C12 -4.102 0.117 -1.034
H7 -0.777 -3.241 -2.356
H8 0.368 -1.914 -2.138
H9 -1.237 -1.600 -2.797
H10 -0.673 -2.563 0.054
H11 -2.273 -2.232 -0.594
H12 -1.807 1.148 2.259
H13 -0.463 0.017 2.480
H14 -3.408 -0.771 2.122
H15 -2.467 -0.850 3.608
H16 -2.068 -1.915 2.265
H17 -2.597 1.209 -2.112
H18 -3.051 1.953 -0.578
H19 -3.917 -0.836 -1.524
H20 -4.904 0.617 -1.574
H21 -4.441 -0.063 -0.017

Forces on atoms 1 to 3 (eV/Å):
0.8 0.2 -0.4
-0.2 -0.1 0.1
0.6 1.4 -0.1

No. 2
Computed, not measured: 2 unconnected molecules or ions with the total composition CH3O3PS at a distorted geometry, with wB97M-V/def2-TZVPD.

E: -27351.07189 eV
F_max: 4.12 eV/A
gap between HOMO and LUMO: 0.300 Eh
LUMO level: -1.1 eV
energy above the lowest of the compared OMol25 structures with the same formula, charge and spin: 40.7 kcal per mole

Cartesian coordinates (Å):
O1 -3.263 1.565 -0.144
P1 -2.645 0.599 0.768
C1 -0.784 0.671 0.072
O2 0.157 1.241 0.637
O3 -0.810 -0.035 -1.018
H1 0.069 -0.066 -1.418
S1 1.825 -1.570 0.533
H2 2.925 -1.182 1.238
H3 2.526 -1.223 -0.666

Forces on atoms 1 to 3 (eV/Å):
-0.7 0.4 -0.2
1.5 0.1 -0.1
0.2 1.5 3.8

No. 3
Computed, not measured: a molecular structure, C12H41ClF2N8O7P2S2Ti at a distorted geometry, with wB97M-V/def2-TZVPD.

E: -120685.72178 eV
⟨S²⟩: 3.75
F_max: 5.27 eV/A
2S+1: 4
total charge: -1
gap between HOMO and LUMO (alpha / beta): 0.199 / 0.254 Eh
LUMO level (alpha / beta): 2.2 / 2.2 eV
energy above the lowest of the compared OMol25 structures with the same formula, charge and spin: 0.0 kcal per mole

Cartesian coordinates (Å):
Ti1 -0.399 0.292 5.430
N1 -1.601 -0.474 2.361
H1 -1.949 0.065 1.512
H2 -1.329 -1.387 1.919
H3 -2.198 -0.661 3.212
H4 -0.823 0.084 2.746
Cl1 -0.989 -3.733 2.002
N2 0.226 1.577 3.783
S1 -0.233 3.024 3.342
O1 0.005 3.468 2.017
O2 -0.131 3.999 4.372
F1 -1.818 2.777 3.413
S2 1.955 1.853 3.879
O3 2.545 3.141 3.804
O4 2.761 0.781 3.384
F2 1.946 1.514 5.468
O5 -2.156 -0.931 5.036
H5 -3.083 -0.730 5.088
O6 1.300 -0.712 0.721
P1 2.608 -0.811 0.055
N3 3.897 -1.439 0.918
C1 3.971 -2.866 1.155
C2 4.858 -0.594 1.581
N4 3.129 0.641 -0.567
C3 2.671 1.825 0.172
C4 4.424 0.861 -1.181
N5 2.501 -1.898 -1.222
C5 1.398 -2.844 -1.219
C6 3.630 -2.252 -2.049
H6 3.744 -3.409 0.235
H7 3.225 -3.171 1.894
H8 4.983 -3.209 1.377
H9 4.995 -0.951 2.601
H10 4.563 0.452 1.594
H11 5.818 -0.558 1.040
H12 2.750 2.713 -0.465
H13 1.607 1.843 0.395
H14 3.288 1.942 1.065
H15 4.755 1.890 -1.048
H16 5.214 0.245 -0.746
H17 4.421 0.666 -2.258
H18 0.549 -2.442 -0.699
H19 1.093 -3.040 -2.261
H20 1.674 -3.820 -0.792
H21 4.356 -1.451 -1.951
H22 3.346 -2.328 -3.101
H23 4.104 -3.174 -1.690
O7 -2.820 0.875 0.280
P2 -3.073 0.509 -1.127
N6 -1.664 0.573 -2.007
C7 -1.379 -0.172 -3.208
C8 -1.036 1.875 -1.920
N7 -4.165 1.534 -1.836
C9 -4.156 1.794 -3.260
C10 -4.717 2.628 -1.025
N8 -3.617 -1.009 -1.387
C11 -2.875 -2.148 -0.839
C12 -4.859 -1.335 -2.056
H24 -1.428 -1.254 -3.037
H25 -0.399 0.062 -3.608
H26 -2.155 -0.062 -3.986
H27 -0.793 2.072 -0.874
H28 -1.648 2.708 -2.285
H29 -0.082 1.893 -2.447
H30 -4.072 0.810 -3.739
H31 -5.122 2.159 -3.609
H32 -3.328 2.416 -3.606
H33 -4.696 2.287 0.013
H34 -4.029 3.488 -0.957
H35 -5.687 2.955 -1.387
H36 -3.477 -2.625 -0.061
H37 -2.549 -2.881 -1.570
H38 -2.015 -1.724 -0.322
H39 -4.877 -2.206 -2.704
H40 -5.328 -0.477 -2.535
H41 -5.554 -1.515 -1.217

Forces on atoms 1 to 3 (eV/Å):
-1.7 -1.2 0.2
0.1 0.3 -1.2
-0.5 -0.1 1.3